# 1
{
  "formula": "C4H17N2O4",
  "method": "wB97M-V/def2-TZVPD",
  "symbols": ["O", "C", "N", "C", "N", "C", "C", "H", "H", "H", "H", "H", "H", "H", "H", "H", "H", "H", "H", "H", "O", "H", "H", "O", "H", "H", "O"],
  "coordinates": [[-0.524, -0.738, 1.595], [0.533, -1.305, 1.346], [1.249, -1.964, 2.280], [1.097, -1.097, -0.040], [0.251, 0.049, -0.654], [0.609, 0.265, -2.101], [2.563, -0.722, 0.011], [0.824, -2.134, 3.177], [2.165, -2.346, 2.115], [1.004, -1.896, -0.792], [-0.746, -0.093, -0.492], [0.532, 0.801, -0.008], [0.987, -0.728, -2.455], [-0.387, 0.321, -2.556], [1.159, 1.184, -2.325], [3.314, -1.486, 0.222], [2.839, -0.191, -0.897], [2.726, -0.061, 0.882], [-3.023, -0.876, -2.354], [-2.752, 0.151, -1.230], [-2.406, -0.179, -2.076], [-0.478, 2.768, 0.481], [0.977, 3.495, 0.795], [0.469, 2.814, 0.364], [-2.763, 1.995, 0.884], [-3.341, 2.200, -0.397], [-2.848, 1.488, 0.060]],
  "homo_lumo_gap_ev": 11.387,
  "energy_ha": -572.86164,
  "lumo_energy_ev": -2.66,
  "charge": 1
}



# 2
{
  "formula": "C3H2FNO2",
  "method": "wB97M-V/def2-TZVPD",
  "symbols": ["C", "C", "C", "N", "O", "O", "F", "H", "H"],
  "coordinates": [[1.662, -0.060, -0.649], [-2.098, -0.420, 0.191], [-0.299, 1.213, -0.105], [-1.399, 0.735, 0.144], [1.745, -1.113, -0.153], [-2.523, -1.013, -0.766], [-0.026, 2.497, -0.160], [2.301, 0.505, -1.319], [-2.342, -0.687, 1.235]],
  "homo_lumo_gap_ev": [8.706, 8.702],
  "energy_ha": -420.48312,
  "lumo_energy_ev": [-0.37, -0.37],
  "charge": 0
}



# 3
{
  "formula": "C24H22N8O7P2Sr",
  "method": "wB97M-V/def2-TZVPD",
  "symbols": ["Sr", "N", "C", "N", "C", "N", "C", "C", "N", "C", "C", "N", "H", "H", "H", "H", "H", "N", "C", "C", "C", "C", "C", "C", "C", "C", "C", "C", "C", "C", "N", "C", "C", "C", "C", "N", "H", "H", "H", "H", "H", "H", "H", "H", "H", "H", "C", "C", "O", "P", "O", "O", "O", "P", "O", "O", "O", "H", "H", "H", "H", "H", "H", "H"],
  "coordinates": [[0.662, -1.248, 0.364], [1.094, -4.469, -3.299], [0.933, -4.196, -2.000], [0.868, -2.892, -1.839], [1.013, -2.405, -3.103], [1.151, -3.335, -4.021], [1.052, -0.965, -3.389], [0.852, -0.472, -4.673], [0.895, 0.828, -4.933], [1.128, 1.630, -3.901], [1.319, 1.144, -2.614], [1.288, -0.158, -2.356], [1.191, -5.361, -3.753], [0.888, -4.936, -1.217], [0.651, -1.146, -5.496], [1.163, 2.695, -4.100], [1.491, 1.800, -1.772], [-5.137, 7.852, -0.182], [-4.488, 6.904, -0.170], [-3.676, 5.717, -0.155], [-2.420, 5.723, -0.758], [-1.642, 4.579, -0.735], [-2.110, 3.416, -0.128], [-3.372, 3.418, 0.463], [-4.149, 4.561, 0.460], [-1.286, 2.174, -0.121], [-0.055, 2.257, 0.537], [0.403, 3.366, 1.318], [1.667, 3.054, 1.752], [1.946, 1.771, 1.219], [0.942, 1.286, 0.508], [-1.854, 1.078, -0.793], [-2.961, 1.154, -1.688], [-3.164, -0.115, -2.180], [-2.192, -0.924, -1.551], [-1.403, -0.231, -0.737], [-2.063, 6.623, -1.239], [-0.664, 4.578, -1.197], [-3.735, 2.511, 0.929], [-5.124, 4.565, 0.928], [-0.155, 4.261, 1.538], [2.316, 3.650, 2.372], [2.858, 1.201, 1.349], [-3.505, 2.048, -1.948], [-3.908, -0.438, -2.890], [-2.062, -1.993, -1.671], [3.081, -2.642, 4.182], [2.050, -3.465, 3.420], [1.841, -4.746, 4.026], [2.610, -3.839, 1.722], [1.495, -4.790, 1.119], [3.877, -4.782, 1.827], [2.883, -2.593, 0.968], [0.469, -2.527, 3.218], [-0.195, -2.852, 4.645], [-0.297, -3.175, 2.072], [0.738, -1.074, 3.009], [4.008, -3.209, 4.278], [2.705, -2.416, 5.181], [3.277, -1.703, 3.668], [1.271, -4.620, 4.795], [0.619, -4.387, 1.446], [3.695, -5.590, 2.326], [-0.776, -2.153, 4.967]],
  "homo_lumo_gap_ev": 6.786,
  "energy_ha": -2606.31431,
  "lumo_energy_ev": -0.54,
  "charge": 0
}